# 1
The following is a DFT calculation (ωB97M-V/def2-TZVPD) of a molecular structure, C40H49HgN2O3P2S4.

Summary:
Net charge = -2
E_LUMO (spin up / spin down) = 3.97 / 3.97 eV
Gap between HOMO and LUMO (spin up / spin down) = 5.4273 / 5.3153 eV
Energy relative to the best compared isomer or geometry (same formula, charge and spin) = 11.3 kcal/mol
2S+1 = 2

Element x y z (Å)
Hg: 0.795 -0.292 0.860
C: -2.337 -0.462 -1.884
C: -2.976 -1.199 -0.709
C: -4.403 -0.713 -0.471
P: -1.869 -1.085 0.809
C: -2.182 -2.762 1.578
C: -1.547 -2.819 2.970
C: -3.598 -3.347 1.587
C: -2.685 0.162 1.843
C: -3.585 -0.059 2.879
C: -4.102 0.985 3.633
C: -5.061 0.730 4.767
C: -3.659 2.274 3.348
C: -2.759 2.525 2.334
C: -2.267 1.482 1.520
N: -1.363 1.624 0.508
C: -1.232 2.752 -0.216
C: -2.304 3.659 -0.458
C: -2.150 4.806 -1.201
C: -0.925 5.136 -1.784
C: -0.753 6.412 -2.573
C: 0.109 4.225 -1.629
C: -0.009 3.050 -0.892
P: 1.386 1.870 -0.783
C: 2.744 3.066 -0.286
C: 2.378 3.544 1.124
C: 4.155 2.475 -0.272
C: 1.677 1.431 -2.600
C: 2.681 2.270 -3.388
C: 0.337 1.379 -3.339
H: -2.922 -0.609 -2.800
H: -2.280 0.607 -1.676
H: -1.326 -0.838 -2.050
H: -2.993 -2.265 -0.960
H: -4.405 0.364 -0.293
H: -5.024 -0.919 -1.351
H: -4.861 -1.192 0.395
H: -1.583 -3.405 0.922
H: -2.025 -2.123 3.661
H: -1.623 -3.831 3.381
H: -0.492 -2.550 2.927
H: -4.287 -2.766 2.201
H: -4.016 -3.416 0.581
H: -3.555 -4.359 2.003
H: -3.886 -1.067 3.135
H: -5.469 -0.281 4.714
H: -4.558 0.834 5.733
H: -5.895 1.437 4.745
H: -4.016 3.100 3.957
H: -2.400 3.534 2.178
H: -3.277 3.428 -0.042
H: -2.999 5.469 -1.345
H: -1.543 7.122 -2.322
H: 0.207 6.887 -2.357
H: -0.797 6.231 -3.652
H: 1.056 4.447 -2.114
H: 2.713 3.910 -0.983
H: 2.358 2.686 1.801
H: 3.122 4.256 1.495
H: 1.398 4.021 1.148
H: 4.861 3.218 0.114
H: 4.493 2.174 -1.264
H: 4.173 1.601 0.381
H: 2.051 0.404 -2.550
H: 2.417 3.330 -3.379
H: 3.694 2.165 -3.006
H: 2.683 1.935 -4.430
H: 0.006 2.380 -3.619
H: 0.429 0.772 -4.245
H: -0.435 0.939 -2.711
O: 3.003 0.085 1.252
O: 3.718 -0.388 2.244
S: -0.470 0.534 5.552
C: 0.040 0.196 4.058
N: 0.408 -0.095 2.987
O: 1.220 -1.818 -0.767
C: 2.077 -2.892 -0.787
C: 2.100 -3.646 0.538
C: 2.955 -3.500 1.585
C: 2.603 -4.298 2.709
C: 1.495 -5.052 2.491
S: 0.862 -4.797 0.914
C: 1.577 -3.821 -1.908
C: 1.921 -5.054 -2.372
C: 1.157 -5.440 -3.510
C: 0.255 -4.489 -3.873
S: 0.316 -3.113 -2.835
C: 3.516 -2.452 -1.118
C: 3.985 -1.184 -1.213
C: 5.366 -1.107 -1.549
C: 5.936 -2.328 -1.709
S: 4.790 -3.586 -1.448
H: 3.782 -2.806 1.587
H: 3.149 -4.290 3.642
H: 1.001 -5.738 3.162
H: 2.679 -5.676 -1.917
H: 1.287 -6.382 -4.028
H: -0.446 -4.526 -4.694
H: 3.365 -0.334 -0.981
H: 5.907 -0.177 -1.658
H: 6.957 -2.577 -1.953

Forces on atoms 1 to 2 (eV/Å):
Hg -0.5 0.1 -0.7
C 0.0 -0.1 0.1

# 2
The following is a DFT calculation (ωB97M-V/def2-TZVPD) of a molecular structure, C40H50BeCl6CsFLiN6O9.

Summary:
E_LUMO (spin up / spin down) = -3.06 / -3.55 eV
Gap between HOMO and LUMO (spin up / spin down) = 2.3791 / 1.8759 eV
2S+1 = 2

Element x y z (Å)
C: 1.456 1.075 -8.690
C: 2.348 1.350 -7.939
C: 3.277 1.618 -6.817
C: 3.260 0.518 -5.699
C: 2.141 -0.505 -5.903
N: 2.072 -1.494 -4.818
C: 2.933 -2.578 -4.778
O: 3.362 -3.241 -5.682
C: 3.157 -2.767 -3.275
C: 4.052 -3.588 -2.622
N: 4.928 -4.445 -3.320
C: 4.050 -3.520 -1.213
C: 3.184 -2.708 -0.511
C: 3.176 -2.621 1.014
Cl: 3.600 -0.929 1.508
C: 4.160 -3.600 1.729
C: 5.457 -2.939 2.263
Cl: 3.250 -4.219 3.200
C: 2.237 -1.899 -1.209
C: 1.215 -1.006 -0.510
C: 1.278 0.450 -0.963
O: 2.254 1.110 -0.975
F: 0.113 1.004 -1.334
C: 2.266 -1.943 -2.587
C: 1.420 -1.208 -3.630
O: 0.411 -0.575 -3.501
H: 0.637 0.688 -9.255
H: 3.013 2.604 -6.420
H: 4.276 1.728 -7.254
H: 3.200 1.060 -4.748
H: 4.259 0.065 -5.728
H: 2.344 -1.054 -6.824
H: 1.191 0.031 -5.945
H: 4.733 -5.398 -3.016
H: 4.625 -4.428 -4.295
H: 4.777 -4.141 -0.700
H: 2.181 -2.859 1.395
H: 4.403 -4.482 1.143
H: 6.153 -3.801 2.547
H: 6.003 -2.343 1.494
H: 5.256 -2.371 3.219
H: 0.190 -1.364 -0.831
H: 1.234 -1.091 0.579
N: -2.291 0.843 -10.062
C: -3.207 0.348 -9.172
C: -3.719 1.402 -8.466
C: -3.091 2.582 -8.950
C: -2.219 2.205 -9.934
H: -1.756 0.293 -10.708
H: -3.414 -0.708 -9.120
H: -4.463 1.337 -7.689
H: -3.263 3.591 -8.614
H: -1.554 2.784 -10.552
C: -5.896 1.603 2.016
C: -5.157 2.954 1.811
C: -5.314 3.427 0.360
C: -4.409 2.710 -0.640
C: -2.962 2.703 -0.157
C: -2.819 2.126 1.252
N: -3.723 2.795 2.223
O: -3.223 3.962 2.491
C: -3.108 0.615 1.205
C: -1.358 2.222 1.694
C: -5.908 3.944 2.698
H: -5.377 0.965 2.737
H: -6.897 1.751 2.414
H: -6.018 1.041 1.084
H: -5.093 4.497 0.307
H: -6.354 3.322 0.051
H: -4.765 1.687 -0.811
H: -4.467 3.213 -1.607
H: -2.348 2.128 -0.858
H: -2.568 3.722 -0.182
H: -3.062 0.183 2.219
H: -2.352 0.104 0.585
H: -4.077 0.363 0.767
H: -0.980 3.240 1.654
H: -0.727 1.621 1.037
H: -1.231 1.849 2.713
H: -5.817 3.682 3.757
H: -6.960 3.945 2.439
H: -5.558 4.958 2.561
C: 3.388 -1.193 6.909
C: 2.468 -1.495 7.951
C: 2.731 -2.829 8.638
O: 2.094 -3.222 9.591
C: 3.802 -3.668 8.106
C: 4.701 -3.365 7.065
C: 4.487 -1.983 6.458
O: 5.222 -1.501 5.575
O: 5.626 -4.102 6.615
O: 1.537 -0.804 8.316
H: 3.278 -0.257 6.373
H: 3.873 -4.623 8.602
Cl: 6.281 -5.130 8.642
C: 6.765 -6.205 9.988
C: 8.036 -5.749 10.661
Cl: 9.462 -5.931 9.602
H: 6.866 -7.213 9.591
H: 5.949 -6.202 10.711
H: 8.224 -6.352 11.549
H: 7.973 -4.707 10.964
Li: -3.023 -1.881 1.320
Cs: 7.002 -2.817 4.399
Be: -0.576 -2.758 -0.202
C: -8.601 5.888 -0.732
O: -8.547 4.904 0.100
N: -9.519 5.990 -1.673
N: -7.700 6.947 -0.747
H: -9.574 6.757 -2.317
H: -10.210 5.264 -1.733
H: -6.918 6.942 -0.024
H: -7.752 7.703 -1.412
Cl: -11.906 7.260 -1.907
Cl: -7.472 6.141 1.362

Forces on atoms 1 to 2 (eV/Å):
C -0.1 -0.4 0.0
C -0.1 0.0 0.7

# 3
The following is a DFT calculation (ωB97M-V/def2-TZVPD) of 10 unconnected molecules or ions with the total composition C40H50F30O20.

Summary:
E_LUMO = 0.23 eV
Gap between HOMO and LUMO = 11.3264 eV
Energy relative to the best compared isomer or geometry (same formula, charge and spin) = 152.5 kcal/mol
2S+1 = 1
SMILES = CCOC(=O)C(F)(F)F.CCOC(=O)C(F)(F)F.CCOC(=O)C(F)(F)F.CCOC(=O)C(F)(F)F.CCOC(=O)C(F)(F)F.CCOC(=O)C(F)(F)F.CCOC(=O)C(F)(F)F.CCOC(=O)C(F)(F)F.CCOC(=O)C(F)(F)F.CCOC(=O)C(F)(F)F

Element x y z (Å)
C: 4.577 -2.333 3.398
C: 4.916 -1.418 2.189
O: 5.861 -0.523 2.720
C: 6.474 0.494 2.056
O: 6.254 0.774 0.883
C: 7.142 1.379 3.105
F: 8.336 1.731 2.632
F: 6.346 2.468 3.441
F: 7.379 0.734 4.256
H: 3.982 -1.837 4.165
H: 5.497 -2.620 3.908
H: 4.028 -3.221 3.086
H: 4.082 -0.931 1.685
H: 5.442 -2.058 1.481
C: -1.219 6.566 -2.094
C: -0.914 6.353 -3.539
O: -0.640 5.001 -3.612
C: -0.285 4.423 -4.772
O: -0.082 5.027 -5.797
C: 0.093 2.900 -4.792
F: 0.512 2.581 -3.566
F: -0.960 2.010 -5.083
F: 1.205 2.573 -5.560
H: -0.457 6.329 -1.351
H: -2.202 6.184 -1.819
H: -1.323 7.646 -1.987
H: -0.118 6.964 -3.965
H: -1.833 6.507 -4.104
C: -3.119 -0.583 6.176
C: -2.431 -1.639 5.259
O: -1.172 -1.215 4.739
C: -1.145 -0.287 3.787
O: -2.015 0.402 3.363
C: 0.304 0.097 3.490
F: 0.487 1.374 3.733
F: 1.225 -0.661 4.185
F: 0.606 -0.076 2.224
H: -4.148 -0.786 6.472
H: -3.069 0.402 5.712
H: -2.538 -0.422 7.085
H: -3.200 -1.880 4.526
H: -2.248 -2.553 5.824
C: -0.297 -1.275 -5.004
C: -0.980 -2.252 -3.957
O: -2.183 -2.819 -4.377
C: -3.333 -2.063 -4.539
O: -3.445 -0.929 -4.123
C: -4.581 -2.905 -4.931
F: -5.482 -3.027 -3.936
F: -5.227 -2.428 -5.974
F: -4.189 -4.156 -5.189
H: -0.211 -1.861 -5.919
H: 0.641 -0.745 -4.839
H: -0.938 -0.445 -5.302
H: -1.122 -1.867 -2.947
H: -0.247 -3.032 -3.749
C: 1.297 3.899 1.488
C: -0.018 4.321 1.865
O: -0.193 4.957 3.134
C: -1.260 5.776 3.310
O: -2.016 6.260 2.485
C: -1.332 6.150 4.781
F: -0.736 7.348 4.970
F: -2.541 6.373 5.218
F: -0.711 5.245 5.566
H: 1.815 3.500 2.360
H: 1.946 4.726 1.198
H: 1.310 3.131 0.714
H: -0.650 3.446 2.019
H: -0.474 4.863 1.037
C: -9.297 1.282 0.920
C: -8.252 0.107 0.674
O: -7.885 0.134 -0.692
C: -6.762 0.881 -1.079
O: -6.321 1.885 -0.513
C: -6.055 0.336 -2.252
F: -5.486 1.275 -3.052
F: -5.114 -0.397 -1.759
F: -6.807 -0.481 -3.023
H: -10.084 1.126 0.182
H: -8.764 2.214 0.736
H: -9.746 1.268 1.913
H: -8.826 -0.805 0.837
H: -7.398 0.170 1.349
C: -2.386 0.751 -0.630
C: -1.222 0.768 0.339
O: -0.029 0.905 -0.345
C: 0.783 -0.031 -0.724
O: 0.545 -1.206 -0.517
C: 2.002 0.440 -1.477
F: 2.092 1.764 -1.528
F: 3.023 -0.031 -0.810
F: 1.957 -0.132 -2.695
H: -2.483 1.561 -1.354
H: -3.304 0.562 -0.073
H: -2.365 -0.231 -1.101
H: -1.325 -0.128 0.951
H: -1.124 1.683 0.923
C: 3.378 -8.698 -1.263
C: 2.154 -7.860 -1.592
O: 2.523 -6.467 -1.543
C: 2.463 -5.741 -0.440
O: 2.232 -6.214 0.700
C: 2.691 -4.221 -0.634
F: 1.652 -3.635 -1.188
F: 2.897 -3.621 0.542
F: 3.795 -3.975 -1.353
H: 3.544 -8.543 -0.196
H: 4.167 -8.214 -1.839
H: 3.114 -9.731 -1.488
H: 1.319 -8.014 -0.909
H: 1.863 -8.151 -2.601
C: -0.455 -7.545 1.487
C: -0.464 -6.273 2.329
O: -0.921 -5.154 1.574
C: -2.272 -4.968 1.206
O: -3.175 -5.475 1.794
C: -2.476 -3.921 0.106
F: -3.606 -4.120 -0.600
F: -2.511 -2.763 0.654
F: -1.551 -3.889 -0.773
H: -0.045 -8.441 1.953
H: -0.029 -7.421 0.492
H: -1.473 -7.806 1.196
H: 0.557 -6.138 2.685
H: -0.952 -6.333 3.302
C: 4.587 3.247 -2.986
C: 4.416 4.388 -1.985
O: 5.482 4.198 -1.030
C: 6.140 5.353 -0.569
O: 6.027 6.540 -0.998
C: 7.146 4.982 0.611
F: 6.504 4.162 1.609
F: 8.177 4.325 0.154
F: 7.522 6.029 1.284
H: 4.571 2.260 -2.525
H: 5.552 3.388 -3.473
H: 3.745 3.221 -3.678
H: 3.441 4.194 -1.539
H: 4.432 5.307 -2.571

Forces on atoms 1 to 2 (eV/Å):
C -0.4 0.5 -0.3
C 0.2 -1.8 0.3

# 4
The following is a DFT calculation (ωB97M-V/def2-TZVPD) of a molecular structure, C40H51AsN2P2PtSSi3Te.

Summary:
Net charge = +2
E_LUMO = -6.09 eV
Gap between HOMO and LUMO = 6.9980 eV
Energy relative to the best compared isomer or geometry (same formula, charge and spin) = 2.2 kcal/mol
2S+1 = 1

Element x y z (Å)
Pt: -1.322 -0.007 0.131
Te: -2.176 -3.936 0.196
C: -2.122 -4.726 -1.765
C: -0.961 -5.282 -2.290
C: -0.989 -5.758 -3.595
N: -2.072 -5.723 -4.369
C: -3.187 -5.224 -3.843
C: -3.266 -4.712 -2.552
C: -1.010 -2.188 -0.317
P: -1.445 -1.182 -1.688
C: -3.030 -1.398 -2.457
C: -3.129 -1.518 -3.843
C: -4.381 -1.635 -4.428
C: -5.520 -1.636 -3.636
C: -5.421 -1.502 -2.253
C: -4.179 -1.373 -1.661
C: -0.158 -0.981 -2.907
C: 0.499 0.239 -3.037
C: 1.499 0.381 -3.988
C: 1.834 -0.692 -4.805
C: 1.180 -1.913 -4.672
C: 0.185 -2.065 -3.720
P: 0.623 -2.292 0.302
C: 1.726 -3.427 -0.520
C: 2.418 -3.011 -1.660
C: 3.207 -3.918 -2.349
C: 3.307 -5.231 -1.905
C: 2.620 -5.645 -0.771
C: 1.824 -4.747 -0.076
C: 0.604 -2.644 2.051
C: -0.506 -2.323 2.836
C: -0.454 -2.498 4.208
C: 0.706 -2.981 4.802
C: 1.818 -3.277 4.028
C: 1.774 -3.108 2.652
H: -0.051 -5.354 -1.710
H: -0.097 -6.194 -4.035
H: -4.064 -5.227 -4.482
H: -4.201 -4.311 -2.186
H: -2.244 -1.515 -4.465
H: -4.463 -1.726 -5.503
H: -6.495 -1.729 -4.097
H: -6.315 -1.486 -1.643
H: -4.094 -1.240 -0.591
H: 0.242 1.058 -2.379
H: 2.018 1.326 -4.091
H: 2.610 -0.578 -5.551
H: 1.446 -2.746 -5.309
H: -0.320 -3.019 -3.608
H: 2.345 -1.987 -2.007
H: 3.751 -3.599 -3.229
H: 3.932 -5.933 -2.442
H: 2.709 -6.665 -0.422
H: 1.287 -5.075 0.805
H: -1.412 -1.938 2.383
H: -1.319 -2.260 4.814
H: 0.743 -3.123 5.875
H: 2.724 -3.644 4.493
H: 2.648 -3.338 2.055
S: 3.645 0.142 1.284
C: 2.335 -0.359 0.654
N: 1.275 -0.713 0.147
C: -4.721 1.750 1.336
Si: -3.110 2.483 1.920
C: -2.317 1.369 3.197
C: -3.288 4.223 2.545
As: -1.665 2.389 0.023
Si: 0.294 3.708 0.358
C: 1.547 3.127 -0.896
C: 0.934 3.427 2.087
C: -0.176 5.490 0.101
Si: -2.821 3.286 -1.871
C: -4.032 2.002 -2.464
C: -1.564 3.708 -3.178
C: -3.717 4.796 -1.251
H: -5.404 1.626 2.181
H: -4.564 0.769 0.878
H: -5.216 2.393 0.605
H: -3.040 1.176 3.995
H: -1.437 1.822 3.656
H: -2.019 0.395 2.791
H: -3.918 4.228 3.439
H: -3.753 4.878 1.807
H: -2.321 4.650 2.823
H: 1.745 2.057 -0.790
H: 2.488 3.659 -0.726
H: 1.237 3.327 -1.924
H: 1.637 2.595 2.119
H: 0.147 3.234 2.816
H: 1.470 4.322 2.414
H: -0.722 5.658 -0.829
H: 0.735 6.096 0.058
H: -0.783 5.867 0.927
H: -3.553 1.231 -3.070
H: -4.789 2.493 -3.083
H: -4.545 1.514 -1.633
H: -0.928 2.861 -3.438
H: -0.929 4.546 -2.885
H: -2.099 4.004 -4.085
H: -4.598 4.512 -0.669
H: -4.070 5.371 -2.113
H: -3.099 5.456 -0.642

Forces on atoms 1 to 2 (eV/Å):
Pt -0.6 0.0 -0.3
Te 0.2 0.2 -0.2